Below is a molecular structure, C44H34Cl2MnO2P2Si, with properties calculated with ωB97M-V/def2-TZVPD.

Values from the calculation:
E (Eh): -4890.594070
Spin multiplicity: 2
Total charge: +2
E_HOMO (alpha / beta) (eV): -13.538 / -13.643
Strongest force on any atom (eV/A): 0.33

Atoms and positions in Å:
Mn1 0.1887 0.6243 -0.0082
C1 3.5988 1.7910 1.3026
Si1 2.5502 0.7150 0.2130
C2 1.7739 -0.8235 1.0105
C3 2.2941 -2.0669 0.6043
C4 2.0596 -3.2011 1.3581
C5 1.3056 -3.1227 2.5256
C6 0.7577 -1.9172 2.9348
C7 0.9713 -0.7761 2.1733
P1 0.2262 0.8573 2.4497
C8 0.9335 1.4440 4.0085
C9 2.2302 1.0713 4.3621
C10 2.7751 1.5135 5.5556
C11 2.0333 2.3302 6.3988
C12 0.7420 2.6985 6.0514
C13 0.1887 2.2591 4.8591
C14 -1.5729 0.7545 2.6616
C15 -2.2747 1.9470 2.4700
C16 -3.6581 1.9675 2.5716
C17 -4.3492 0.7934 2.8350
C18 -3.6569 -0.3990 2.9980
C19 -2.2734 -0.4216 2.9154
C20 3.3697 0.2947 -1.3980
C21 4.7554 0.2830 -1.5729
C22 5.2993 -0.0950 -2.7919
C23 4.4708 -0.4471 -3.8514
C24 3.0928 -0.4181 -3.7027
C25 2.5504 -0.0521 -2.4757
P2 0.7783 0.1310 -2.2046
C26 0.1527 1.2723 -3.4491
C27 0.1662 2.6446 -3.2076
C28 -0.2349 3.5261 -4.1980
C29 -0.6543 3.0404 -5.4297
C30 -0.6707 1.6745 -5.6757
C31 -0.2671 0.7895 -4.6894
C32 -0.0504 -1.4303 -2.4817
C33 0.5964 -2.5941 -2.5989
C34 -0.1044 -3.8790 -2.5748
C35 -1.4101 -3.9506 -2.3275
C36 -2.2558 -2.7331 -2.1482
C37 -1.5445 -1.3683 -2.3057
H1 4.3272 1.1410 1.7971
H2 3.0405 2.3218 2.0715
H3 4.1428 2.5218 0.7048
H4 2.9133 -2.1340 -0.2814
H5 2.4800 -4.1497 1.0534
H6 1.1451 -4.0132 3.1182
H7 0.1771 -1.8702 3.8466
H8 2.8104 0.4132 3.7270
H9 3.7763 1.2138 5.8325
H10 2.4598 2.6714 7.3314
H11 0.1585 3.3252 6.7113
H12 -0.8242 2.5442 4.6091
H13 -1.7428 2.8645 2.2392
H14 -4.1933 2.8998 2.4480
H15 -5.4283 0.8062 2.9147
H16 -4.1954 -1.3164 3.1965
H17 -1.7570 -1.3635 3.0156
H18 5.4156 0.5652 -0.7628
H19 6.3729 -0.1063 -2.9223
H20 4.9025 -0.7275 -4.8024
H21 2.4529 -0.6586 -4.5424
H22 0.4939 3.0322 -2.2492
H23 -0.2182 4.5908 -4.0111
H24 -0.9681 3.7296 -6.2015
H25 -0.9940 1.3001 -6.6372
H26 -0.2780 -0.2763 -4.8873
H27 1.6759 -2.6121 -2.6943
H28 0.4746 -4.7776 -2.7361
H29 -1.9052 -4.9123 -2.2821
H30 -3.1329 -2.8200 -2.7915
H31 -2.0009 -0.7271 -3.0630
Cl1 -6.5957 -1.1616 -0.3921
C38 -4.8815 -1.1736 -0.5661
C39 -4.1724 -2.3056 -0.5086
C40 -2.6959 -2.3454 -0.6945
Cl2 -2.0201 -3.3807 0.5833
C41 -1.9643 -0.9502 -0.8549
O1 -0.8910 -0.8042 0.0061
C42 -2.8916 0.2338 -0.7765
C43 -2.3663 1.5691 -0.7047
O2 -1.1695 1.8423 -0.4981
C44 -4.2359 0.1155 -0.6949
H32 -4.6658 -3.2527 -0.3292
H33 -3.0505 2.4128 -0.8240
H34 -4.8642 0.9974 -0.6657



Below is a molecular structure, C44H34F3N10O5SbV, with properties calculated with ωB97M-V/def2-TZVPD.

Values from the calculation:
E (Eh): -4104.928776
Spin multiplicity: 4
Total charge: 0
E_HOMO (alpha / beta) (eV): -7.253 / -8.271
Strongest force on any atom (eV/A): 0.74

Atoms and positions in Å:
V1 -1.7503 -0.0324 0.5720
C1 1.3921 1.1539 3.7569
C2 0.6781 0.3285 2.7240
N1 -0.4061 0.7161 2.1462
N2 -0.8635 1.9712 2.5425
C3 -2.1294 2.1582 2.2457
O1 -2.8919 1.3174 1.6610
C4 -2.6950 3.4932 2.6071
C5 -1.9326 4.4690 3.2436
C6 -2.4884 5.7027 3.5406
C7 -3.8094 5.9743 3.2072
C8 -4.5739 5.0048 2.5738
C9 -4.0179 3.7700 2.2749
C10 1.2768 -0.9819 2.3662
C11 2.6231 -1.2315 2.6291
C12 3.1654 -2.4602 2.2850
C13 2.3471 -3.4108 1.7067
C14 1.0144 -3.0802 1.4980
N3 0.4862 -1.9044 1.8111
H1 0.7574 1.9613 4.0989
H2 2.3029 1.5860 3.3324
H3 1.6896 0.5261 4.5978
H4 -0.9052 4.2474 3.4970
H5 -1.8903 6.4576 4.0349
H6 -4.2404 6.9395 3.4407
H7 -5.6037 5.2118 2.3119
H8 -4.5973 3.0022 1.7798
H9 3.2437 -0.4744 3.0865
H10 4.2126 -2.6668 2.4661
H11 2.7221 -4.3796 1.4068
H12 0.3474 -3.8063 1.0453
N4 -5.0248 -0.0743 -2.3643
C15 -4.5146 -0.6809 -1.2840
N5 -3.4579 -0.0154 -0.8850
C16 -3.3585 1.0045 -1.7797
N6 -4.2972 1.0056 -2.6984
C17 -2.2565 1.9617 -1.6807
C18 -2.1328 3.0782 -2.4980
N7 -1.1080 3.9113 -2.3876
C19 -0.2118 3.6368 -1.4448
C20 -0.3272 2.5309 -0.6156
N8 -1.3446 1.6798 -0.7439
H13 -5.8252 -0.3347 -2.9151
H14 -4.9206 -1.5732 -0.8372
H15 -2.8818 3.2881 -3.2514
H16 0.6269 4.3137 -1.3426
H17 0.3962 2.3248 0.1615
C21 -3.7711 -1.2512 3.6734
C22 -3.3105 -2.1467 2.5809
N9 -2.5951 -1.7833 1.5369
C23 -2.3884 -2.9069 0.7752
C24 -2.9923 -3.9753 1.3736
N10 -3.5664 -3.4720 2.5127
C25 -3.1211 -5.4218 1.0688
O2 -2.5157 -5.8455 -0.0140
O3 -3.7222 -6.1358 1.8403
C26 -1.5691 -2.8170 -0.4706
O4 -1.3313 -3.8743 -1.0938
O5 -1.1278 -1.6713 -0.7501
H18 -3.2058 -0.3239 3.6281
H19 -3.6325 -1.7200 4.6475
H20 -4.8275 -1.0045 3.5561
H21 -4.0693 -4.0502 3.1688
H22 -2.0642 -5.0774 -0.5082
F1 6.6362 3.5033 -0.2270
C27 5.6008 2.6789 -0.4862
C28 4.8730 2.8633 -1.6434
C29 3.8136 2.0020 -1.9052
C30 3.4849 0.9714 -1.0263
C31 4.2387 0.8341 0.1402
C32 5.3056 1.6778 0.4175
Sb1 1.7428 -0.2651 -1.3105
C33 2.7408 -2.1471 -1.4793
C34 1.9302 -3.2664 -1.6765
C35 2.4796 -4.5390 -1.7402
C36 3.8465 -4.6720 -1.5943
F2 4.3899 -5.9070 -1.6391
C37 4.6807 -3.5889 -1.4043
C38 4.1151 -2.3202 -1.3519
C39 1.5886 0.1028 -3.4170
C40 0.3917 0.5983 -3.9255
C41 0.2368 0.8626 -5.2809
C42 1.3040 0.6127 -6.1176
F3 1.1691 0.8612 -7.4358
C43 2.5063 0.1104 -5.6562
C44 2.6385 -0.1438 -4.2994
H23 5.1405 3.6609 -2.3238
H24 3.2482 2.1349 -2.8205
H25 3.9998 0.0477 0.8482
H26 5.9042 1.5698 1.3124
H27 0.8541 -3.1613 -1.7676
H28 1.8633 -5.4152 -1.8927
H29 5.7471 -3.7435 -1.3068
H30 4.7626 -1.4636 -1.2077
H31 -0.4464 0.7710 -3.2607
H32 -0.6886 1.2475 -5.6883
H33 3.3111 -0.0769 -6.3544
H34 3.5757 -0.5435 -3.9278



Below is a molecular structure, C44H34IN4OPS2Ti, with properties calculated with ωB97M-V/def2-TZVPD.

Values from the calculation:
E (Eh): -4276.321694
Spin multiplicity: 3
Total charge: 0
E_HOMO (alpha / beta) (eV): -6.465 / -7.407
Strongest force on any atom (eV/A): 0.36

Atoms and positions in Å:
Ti1 0.3877 -0.0706 0.0291
C1 -2.2924 1.1209 -1.3400
C2 -1.7011 -0.2578 -1.2009
N1 -1.6988 -0.7837 0.0026
N2 -1.6526 -2.1758 0.0734
C3 -0.8596 -2.6478 0.9645
S1 0.3458 -1.7438 1.8516
S2 -0.8973 -4.3519 1.3815
C4 -2.2630 -4.9917 0.3647
C5 -1.8029 -5.6523 -0.9042
C6 -1.5225 -4.9096 -2.0461
C7 -1.0783 -5.5416 -3.1984
C8 -0.9102 -6.9191 -3.2261
C9 -1.1874 -7.6672 -2.0903
C10 -1.6319 -7.0338 -0.9390
C11 -1.3308 -1.0070 -2.4211
C12 -2.1682 -1.1104 -3.5283
C13 -1.7579 -1.7830 -4.6671
C14 -0.4778 -2.3332 -4.7025
C15 0.3751 -2.2248 -3.6210
C16 -0.0306 -1.5605 -2.4530
O1 0.8005 -1.3827 -1.4433
H1 -3.3093 1.0310 -1.7355
H2 -2.3622 1.6090 -0.3684
H3 -1.7260 1.7423 -2.0335
H4 -2.7728 -5.7162 1.0005
H5 -2.9349 -4.1575 0.1754
H6 -1.6426 -3.8330 -2.0241
H7 -0.8662 -4.9483 -4.0786
H8 -0.5684 -7.4072 -4.1301
H9 -1.0579 -8.7420 -2.0997
H10 -1.8465 -7.6181 -0.0509
H11 -3.1594 -0.6728 -3.4887
H12 -2.4200 -1.8753 -5.5173
H13 -0.1415 -2.8512 -5.5930
H14 1.3727 -2.6470 -3.6446
I1 1.5156 1.5184 -2.2718
C17 2.5434 3.1354 -1.4138
C18 2.2162 4.3434 -1.9720
C19 2.8556 5.5297 -1.5807
C20 3.8562 5.4607 -0.6642
C21 4.2280 4.2270 -0.0793
C22 5.3187 4.2268 0.8211
C23 5.7300 3.0741 1.4071
C24 5.0015 1.8954 1.1778
C25 3.9083 1.8280 0.3442
P1 2.9707 0.2253 0.4450
C26 3.9192 -0.9038 -0.6143
C27 4.9948 -0.5013 -1.3969
C28 5.6474 -1.4206 -2.2099
C29 5.2317 -2.7423 -2.2351
C30 4.1570 -3.1493 -1.4531
C31 3.4949 -2.2342 -0.6525
C32 3.3776 -0.3210 2.1447
C33 4.2757 -1.3399 2.4401
C34 4.4890 -1.7234 3.7584
C35 3.8153 -1.0883 4.7893
C36 2.9195 -0.0665 4.5014
C37 2.6981 0.3077 3.1877
C38 3.5366 3.0115 -0.3916
H15 1.4557 4.3824 -2.7402
H16 2.5607 6.4716 -2.0220
H17 4.3906 6.3511 -0.3586
H18 5.8185 5.1668 1.0196
H19 6.5798 3.0579 2.0763
H20 5.3027 1.0084 1.7176
H21 5.3274 0.5295 -1.3803
H22 6.4800 -1.0992 -2.8225
H23 5.7415 -3.4576 -2.8680
H24 3.8211 -4.1782 -1.4775
H25 2.6372 -2.5426 -0.0670
H26 4.8054 -1.8446 1.6427
H27 5.1827 -2.5253 3.9762
H28 3.9790 -1.3934 5.8147
H29 2.3815 0.4259 5.3012
H30 1.9816 1.0916 2.9660
N3 1.2371 6.2808 2.0291
C39 0.7280 5.2552 2.1195
C40 0.0886 3.9717 2.2257
C41 -0.8342 3.6920 3.2296
C42 -1.4029 2.4341 3.2613
C43 -1.0369 1.5012 2.3035
N4 -0.1358 1.7628 1.3439
C44 0.4071 2.9792 1.3094
H31 -1.0917 4.4475 3.9596
H32 -2.1268 2.1665 4.0172
H33 -1.4570 0.5035 2.2880
H34 1.1303 3.1807 0.5328



Below is a molecular structure, C44H35BrN7O2ReS, with properties calculated with ωB97M-V/def2-TZVPD.

Values from the calculation:
E (Eh): -5281.788276
Spin multiplicity: 4
Total charge: +1
E_HOMO (alpha / beta) (eV): -9.210 / -9.799
Strongest force on any atom (eV/A): 0.58

Atoms and positions in Å:
Re1 0.7410 0.6750 0.2704
Br1 -4.1250 3.7850 -3.6760
C1 -2.9256 2.5888 -2.7401
C2 -3.7102 1.7683 -1.7684
C3 -3.3968 0.5093 -1.4575
C4 -2.1942 -0.1601 -1.9918
O1 -1.7954 -1.2169 -1.5510
C5 -0.2657 1.4673 -2.4859
C6 1.0749 0.8593 -2.6832
N1 1.7637 0.5908 -1.6391
C7 2.7397 -0.4489 -1.7081
C8 3.9419 -0.4429 -2.3375
C9 4.7202 -1.6306 -2.3222
C10 4.2614 -2.7654 -1.7186
C11 2.9986 -2.7790 -1.0682
C12 2.4211 -3.9125 -0.4453
C13 1.1895 -3.8023 0.1295
C14 0.5358 -2.5517 0.1512
N2 1.0506 -1.4744 -0.3920
C15 2.2572 -1.5985 -1.0385
C16 -0.8144 2.6514 -3.3214
H1 -4.5773 2.2312 -1.3130
H2 -3.9883 -0.0620 -0.7541
H3 1.3879 0.5023 -3.6634
H4 4.3007 0.4462 -2.8392
H5 5.6838 -1.6311 -2.8119
H6 4.8544 -3.6704 -1.7319
H7 2.9555 -4.8540 -0.4408
H8 0.7085 -4.6505 0.5949
H9 -0.4218 -2.4279 0.6397
H10 -0.1715 3.2010 -4.0004
C17 0.3441 -3.4553 5.1146
C18 0.0263 -1.9899 5.3507
N3 -0.6146 -1.3752 4.1777
C19 -2.0804 -1.3610 4.2100
C20 -2.6263 -0.1161 4.8882
C21 0.1082 -0.8510 3.1879
S1 -0.7807 -0.0316 1.9408
N4 1.4406 -1.0007 3.3504
C22 2.3959 -0.6088 2.5392
O2 2.3131 -0.0439 1.3985
C23 3.7938 -0.8994 2.9806
C24 4.0375 -1.5318 4.1974
C25 5.3368 -1.8067 4.5906
C26 6.4001 -1.4536 3.7710
C27 6.1629 -0.8254 2.5559
C28 4.8643 -0.5492 2.1602
H11 0.7621 -3.9033 6.0160
H12 1.0729 -3.5551 4.3100
H13 -0.5514 -4.0179 4.8458
H14 0.9260 -1.4303 5.5895
H15 -0.6734 -1.8663 6.1776
H16 -2.3806 -2.2594 4.7517
H17 -2.4609 -1.4590 3.1956
H18 -2.2642 -0.0357 5.9136
H19 -3.7150 -0.1565 4.9190
H20 -2.3302 0.7814 4.3460
H21 3.2013 -1.8043 4.8251
H22 5.5206 -2.2969 5.5373
H23 7.4146 -1.6675 4.0802
H24 6.9920 -0.5505 1.9175
H25 4.6693 -0.0617 1.2149
N5 -5.2111 9.1919 0.1582
C29 -4.5151 8.2789 0.1807
C30 -3.6442 7.1311 0.2121
C31 -4.1882 5.8526 0.1502
C32 -3.3448 4.7545 0.1784
C33 -1.9638 4.9116 0.2600
C34 -1.4346 6.1995 0.3258
C35 -2.2656 7.3055 0.3039
C36 -1.0823 3.7161 0.2258
C37 -0.1758 3.4821 1.2698
C38 -0.0282 4.2584 2.4621
C39 1.0343 3.7394 3.1608
C40 1.5076 2.6515 2.4096
N6 0.7845 2.4857 1.2797
C41 -1.0581 2.9504 -0.9429
C42 -1.6496 3.3933 -2.2521
C43 -2.0465 1.8027 -3.7323
C44 -1.4245 0.5623 -3.0674
N7 -0.4105 1.7984 -1.0805
H26 -5.2595 5.7240 0.0853
H27 -3.7656 3.7575 0.1594
H28 -0.3616 6.3337 0.3802
H29 -1.8527 8.3037 0.3480
H30 -0.6417 5.1034 2.7266
H31 1.4453 4.0849 4.0940
H32 2.3326 1.9992 2.6402
H33 -1.7610 4.4684 -2.3456
H34 -2.4150 1.7039 -4.7473
H35 -1.0658 -0.1704 -3.7902



Below is a molecular structure, C44H35ClN4O9Ti, with properties calculated with ωB97M-V/def2-TZVPD.

Values from the calculation:
E (Eh): -3903.798767
Total charge: 0
E_HOMO (eV): -8.183
Strongest force on any atom (eV/A): 0.93

Atoms and positions in Å:
Ti1 -2.3143 -2.0116 0.2399
O1 -4.9430 -4.9303 4.8411
C1 -4.4485 -4.2990 3.9458
C2 -5.0412 -4.0954 2.5254
O2 -6.1010 -4.5123 2.1225
C3 -4.0192 -3.2964 1.8379
C4 -2.9589 -2.9977 2.6401
O3 -1.9889 -2.2686 2.1265
C5 -3.0900 -3.5521 3.9894
O4 -2.3375 -3.4697 4.9351
O5 -4.0019 -2.8322 0.6043
C6 9.5818 5.5392 0.1445
O6 8.3112 5.9300 -0.3417
C7 7.3210 4.9986 -0.3816
C8 6.0737 5.4609 -0.8115
C9 5.0043 4.6001 -0.8842
C10 5.1499 3.2564 -0.5341
C11 6.3932 2.8010 -0.1270
C12 7.4822 3.6585 -0.0403
C13 3.9890 2.3705 -0.6074
N1 2.9062 2.5948 -1.3136
C14 2.0923 1.5237 -1.0490
C15 2.6917 0.6490 -0.1783
N2 3.9176 1.2019 0.1031
C16 2.0629 -0.5369 0.3127
C17 2.6458 -1.4291 1.2190
C18 1.9239 -2.5104 1.6479
C19 0.6105 -2.6592 1.2012
N3 0.0323 -1.8275 0.3487
C20 0.7545 -0.7895 -0.1356
C21 0.1357 0.0867 -1.1269
N4 -1.0534 -0.3008 -1.6071
C22 -1.6542 0.4639 -2.4908
C23 -1.1155 1.6739 -2.9484
C24 0.1151 2.0676 -2.4874
C25 0.7817 1.2515 -1.5645
H1 10.1967 6.4362 0.1330
H2 10.0339 4.7800 -0.5007
H3 9.5120 5.1586 1.1671
H4 5.9721 6.5018 -1.0732
H5 4.0379 4.9524 -1.2108
H6 6.5448 1.7557 0.1117
H7 8.4352 3.2710 0.2758
H8 4.6070 0.8680 0.7554
H9 3.6527 -1.2660 1.5791
H10 2.3308 -3.2244 2.3471
H11 -0.0121 -3.4642 1.5703
H12 -2.6076 0.1108 -2.8586
H13 -1.6670 2.2721 -3.6571
H14 0.5853 2.9826 -2.8182
Cl1 2.2290 -6.7363 -4.6859
C26 1.1025 -5.8961 -3.6671
C27 0.7393 -6.4630 -2.4543
C28 -0.1506 -5.7881 -1.6384
C29 -0.6770 -4.5682 -2.0496
C30 -0.3121 -4.0163 -3.2729
C31 0.5922 -4.6776 -4.0867
C32 -1.5925 -3.8231 -1.1618
O7 -1.6587 -4.0768 0.0651
O8 -2.2385 -2.8097 -1.6022
H15 1.1528 -7.4155 -2.1602
H16 -0.4415 -6.1974 -0.6819
H17 -0.7360 -3.0682 -3.5725
H18 0.8986 -4.2626 -5.0345
C33 -4.8811 -0.2731 -1.8771
C34 -5.2838 0.7118 -0.7864
C35 -6.0822 0.0285 0.3215
C36 -4.1531 1.5239 -0.1968
C37 -4.2200 2.9152 -0.2227
C38 -3.2785 3.7006 0.4224
C39 -2.2622 3.0931 1.1439
C40 -2.1431 1.7065 1.1891
C41 -1.1398 1.0211 2.0918
C42 -1.7991 0.7378 3.4444
C43 0.1614 1.8000 2.2746
C44 -3.0731 0.9646 0.4706
O9 -2.8711 -0.3740 0.3737
H19 -5.7764 -0.7394 -2.2898
H20 -4.2367 -1.0877 -1.5055
H21 -4.3685 0.2354 -2.6939
H22 -5.9466 1.4475 -1.2559
H23 -5.4671 -0.6923 0.8627
H24 -6.9291 -0.5131 -0.0973
H25 -6.4606 0.7626 1.0318
H26 -5.0441 3.3814 -0.7459
H27 -3.3492 4.7771 0.3815
H28 -1.5505 3.7002 1.6812
H29 -0.8885 0.0418 1.6551
H30 -2.0540 1.6747 3.9412
H31 -1.1285 0.1723 4.0898
H32 -2.7125 0.1544 3.3244
H33 0.0215 2.6708 2.9159
H34 0.5709 2.1457 1.3236
H35 0.9071 1.1673 2.7587